C30H74N5O9PS | the ωB97M-V functional and the def2-TZVPD basis

Values from the calculation:
**Energy relative to the best compared isomer or geometry (same formula, charge and spin)**: 32.29 kcal/mol
**2S+1**: 1
**SMILES**: CC(C)C[C@H](C)CO[C@@H]1OC(=O)O[C@@H]1[PH2]=S.COC[C@@H](C)N.COC[C@@H](C)N.COC[C@@H](C)N.COC[C@@H](C)N.COC[C@@H](C)N
**Net charge**: 0
**LUMO energy**: 0.43 eV

Each line ends with the Mulliken charge.
Atoms and positions in Å:
C  4.7162  -0.0464  -0.0096  -1.197
C  5.2560  -1.0165  -1.0799  0.748
C  6.5586  -1.6347  -0.5579  -1.570
C  4.2279  -2.0387  -1.5966  -1.556
C  3.3062  -2.6668  -0.5285  2.281
C  4.1515  -3.7347  0.2506  -1.835
C  2.1866  -3.4525  -1.2320  -1.663
O  1.0173  -2.6771  -1.5667  -0.321
C  0.3919  -2.1666  -0.4968  -0.503
O  -1.0019  -2.4385  -0.3526  -0.509
C  -1.2839  -1.6329  0.7319  0.601
O  -1.7323  -1.9192  1.7180  -0.389
O  -0.8318  -0.3762  0.3475  -0.204
C  0.3306  -0.6013  -0.4286  0.560
P  0.4468  0.3388  -2.0314  0.417
S  1.7158  1.8204  -1.8132  -0.427
H  4.9149  -0.4472  0.9902  0.271
H  3.6374  0.0699  -0.1103  0.139
H  5.2045  0.9235  -0.0545  0.375
H  5.5381  -0.4000  -1.9382  0.364
H  6.4054  -2.2272  0.3445  0.187
H  7.2499  -0.8237  -0.3206  0.463
H  7.0606  -2.2538  -1.3063  0.372
H  4.7985  -2.8685  -2.0252  0.473
H  3.6329  -1.6528  -2.4300  0.455
H  2.9584  -1.9709  0.2332  0.258
H  5.0692  -3.9961  -0.2687  0.396
H  4.4327  -3.2835  1.2048  0.131
H  3.5615  -4.6159  0.5003  0.394
H  1.8955  -4.3626  -0.7036  0.365
H  2.6050  -3.7899  -2.1794  0.251
H  0.8445  -2.4289  0.4725  0.599
H  1.2407  -0.3085  0.1011  0.048
H  -0.8221  0.7718  -2.4706  -0.020
H  1.0073  -0.5385  -2.9828  -0.005
C  5.6751  -3.8443  3.9093  -0.817
O  4.3402  -3.4133  3.7120  -0.086
C  3.4753  -3.6266  4.8148  -0.905
C  3.5348  -2.5336  5.8953  0.405
C  4.7593  -2.6386  6.7983  -1.421
N  3.4855  -1.1858  5.3196  -0.724
H  5.7245  -4.7493  4.5208  0.342
H  6.2771  -3.0532  4.3619  0.250
H  6.1017  -4.0640  2.9293  0.276
H  2.4654  -3.6280  4.3940  0.301
H  3.6370  -4.6239  5.2439  0.404
H  2.6519  -2.6615  6.5290  0.432
H  5.6703  -2.3045  6.3016  0.280
H  4.6294  -2.0121  7.6812  0.360
H  4.9109  -3.6657  7.1384  0.347
H  2.6223  -1.0797  4.7917  0.238
H  4.2120  -1.1301  4.6091  0.311
C  -3.1604  6.4985  -2.4517  -0.625
O  -2.2890  5.5299  -1.8953  -0.387
C  -2.6940  4.1878  -2.0843  0.137
C  -2.2925  3.5821  -3.4398  0.554
C  -3.1756  4.0373  -4.5970  -1.508
N  -0.8919  3.8619  -3.7716  -0.633
H  -4.2083  6.1921  -2.3840  0.267
H  -2.8962  6.7053  -3.4915  0.218
H  -3.0347  7.4242  -1.8891  0.292
H  -2.1861  3.6197  -1.3001  -0.207
H  -3.7718  4.0802  -1.9007  0.206
H  -2.4086  2.4957  -3.3516  0.274
H  -2.9596  5.0603  -4.9040  0.287
H  -3.0118  3.4013  -5.4679  0.376
H  -4.2343  3.9746  -4.3333  0.274
H  -0.2965  3.4778  -3.0400  0.109
H  -0.7571  4.8672  -3.6880  0.360
C  1.1664  -9.6092  -0.1920  -0.619
O  1.7171  -9.6321  -1.4967  -0.380
C  0.8738  -9.1201  -2.5126  -0.709
C  0.9128  -7.5909  -2.6634  0.342
C  0.1169  -6.8531  -1.5917  -1.299
N  2.2891  -7.0806  -2.6743  -0.580
H  0.0895  -9.7993  -0.2015  0.296
H  1.3732  -8.6570  0.3022  0.214
H  1.6515  -10.3951  0.3871  0.258
H  1.2435  -9.5591  -3.4437  0.362
H  -0.1537  -9.4831  -2.3815  0.393
H  0.4559  -7.3503  -3.6281  0.366
H  0.6224  -6.8475  -0.6251  0.235
H  -0.0288  -5.8106  -1.8804  0.224
H  -0.8701  -7.3004  -1.4576  0.398
H  2.7906  -7.5091  -3.4482  0.269
H  2.7554  -7.4522  -1.8493  0.275
C  -6.9805  7.6914  -1.0683  -0.710
O  -6.9119  6.8732  -2.2230  -0.410
C  -7.1480  5.4959  -1.9887  -0.383
C  -8.6325  5.0980  -1.9511  0.232
C  -9.3291  5.4668  -0.6456  -1.446
N  -9.3831  5.6771  -3.0698  -0.736
H  -6.6006  7.1765  -0.1813  0.309
H  -8.0029  8.0336  -0.8936  0.273
H  -6.3639  8.5724  -1.2487  0.276
H  -6.6828  4.9757  -2.8322  0.161
H  -6.6202  5.1621  -1.0853  0.396
H  -8.6748  4.0085  -2.0447  0.429
H  -9.5343  6.5348  -0.5728  0.279
H  -10.2878  4.9521  -0.5731  0.364
H  -8.7278  5.1735  0.2178  0.349
H  -8.9734  5.3562  -3.9435  0.283
H  -9.2026  6.6786  -3.0717  0.319
C  -2.2534  5.0246  2.9987  -0.727
O  -2.0521  4.0382  2.0047  -0.383
C  -0.7784  4.0683  1.3814  0.150
C  0.3288  3.3305  2.1490  0.422
C  0.8682  4.1103  3.3439  -1.623
N  -0.1105  2.0068  2.6043  -0.552
H  -1.7516  5.9635  2.7473  0.331
H  -1.9147  4.6699  3.9752  0.235
H  -3.3255  5.2129  3.0685  0.264
H  -0.9132  3.5603  0.4229  -0.424
H  -0.4873  5.1006  1.1496  0.526
H  1.1602  3.1883  1.4517  0.403
H  0.1770  4.1076  4.1872  0.295
H  1.8000  3.6643  3.6940  0.382
H  1.0766  5.1483  3.0745  0.351
H  -0.3866  1.4597  1.7930  0.051
H  -0.9812  2.1339  3.1157  0.332

Forces on atoms 1 to 3 (eV/Å):
C -0.1388 -0.6242 0.0344
C 0.1641 0.5108 0.0377
C 0.0647 0.1057 -0.2565

=====

C4H4LiO2Tl | the ωB97M-V functional and the def2-TZVPD basis

Values from the calculation:
**Energy relative to the best compared isomer or geometry (same formula, charge and spin)**: 0.00 kcal/mol
**2S+1**: 2
**Net charge**: +1
**LUMO energy (alpha / beta)**: -4.21 / -4.22 eV

Each line ends with the Löwdin spin population.
Atoms and positions in Å:
H  0.0308  0.6918  1.7285  0.055
C  -2.1943  0.8621  1.0635  0.014
C  -0.7806  0.7194  0.6523  0.129
C  -0.3349  1.8212  -0.1612  0.666
C  0.6406  2.7533  -0.2031  0.081
O  1.3260  3.2397  0.7806  0.008
O  -3.0633  0.0105  0.9141  0.001
Li  -3.4571  -1.6489  0.2369  0.002
Tl  3.2843  3.2113  1.3996  0.010
H  -2.4855  1.8498  1.4734  0.000
H  -0.5902  -0.2854  0.2417  0.017
H  1.0239  2.9517  -1.2291  0.018

Forces on atoms 1 to 3 (eV/Å):
H -2.5485 0.1727 -2.5139
C -0.1955 0.5648 0.4270
C 2.4676 -0.6169 2.9946

=====

C28H44FeGeN3O4S3Si3 | the ωB97M-V functional and the def2-TZVPD basis

Values from the calculation:
**Energy relative to the best compared isomer or geometry (same formula, charge and spin)**: 7.37 kcal/mol
**2S+1**: 6
**Net charge**: -2
**LUMO energy (alpha / beta)**: 4.15 / 3.65 eV

Each line ends with the Löwdin spin population.
Atoms and positions in Å:
Fe  2.1056  -0.5207  -0.6160  3.634
C  2.8294  0.5899  1.4121  0.014
C  3.0368  1.4707  0.3150  0.027
C  4.1001  0.9556  -0.4656  0.037
C  4.5470  -0.2312  0.1383  0.043
C  3.7758  -0.4539  1.2982  0.045
H  2.1334  0.7339  2.2277  -0.001
H  2.5241  2.4004  0.1379  0.003
H  4.4893  1.3982  -1.3710  0.001
H  5.3031  -0.8945  -0.2539  0.002
H  3.8969  -1.2720  1.9948  0.002
S  1.9018  -0.0238  -2.9387  0.156
C  0.6859  -1.1847  -3.3237  0.031
C  0.5133  -1.5040  -4.7309  0.005
N  0.3908  -1.7371  -5.8517  0.010
C  -0.1576  -1.7547  -2.4175  0.004
S  -0.1724  -1.3747  -0.7270  0.212
C  -1.1883  -2.6672  -2.8773  0.001
N  -2.0129  -3.3986  -3.2140  -0.004
C  -2.6644  -1.8472  4.0102  0.000
C  -1.3694  -2.5641  3.7230  0.000
C  -0.3350  -1.9274  3.0477  0.000
C  0.8483  -2.5916  2.7634  0.000
C  1.0021  -3.9120  3.1624  0.000
C  -0.0252  -4.5759  3.8234  0.000
C  -1.1991  -3.8943  4.1043  0.000
S  2.5280  -4.7483  2.8381  0.000
O  3.5448  -4.1218  3.6358  0.000
O  2.2507  -6.1533  2.9730  0.000
N  2.8815  -4.4315  1.3033  0.001
C  1.9527  -4.8531  0.2290  0.002
C  2.6777  -4.7783  -1.1039  0.003
C  3.2138  -3.3902  -1.4707  0.008
O  3.9309  -3.2909  -2.4582  0.006
O  2.7774  -2.4353  -0.7246  0.064
H  -2.5734  -0.7760  3.8298  0.000
H  -2.9742  -1.9987  5.0461  0.000
H  -3.4641  -2.2215  3.3663  0.000
H  -0.4549  -0.8971  2.7253  0.000
H  1.6368  -2.0799  2.2244  -0.001
H  0.1107  -5.6108  4.1068  0.000
H  -2.0040  -4.4041  4.6246  0.000
H  3.1964  -3.4723  1.1474  0.000
H  1.0745  -4.2029  0.2125  0.002
H  1.6359  -5.8725  0.4439  0.000
H  1.9936  -5.0631  -1.9067  0.000
H  3.5182  -5.4736  -1.1236  0.000
C  -2.6265  3.7477  -3.0579  0.023
Si  -1.4726  2.2518  -2.9895  0.051
C  -0.1602  2.6673  -4.2575  0.001
C  -2.4787  0.7995  -3.6132  0.000
Ge  -0.5944  1.7834  -0.8092  0.397
Si  -2.5973  1.4400  0.4643  0.053
C  -4.0916  2.5498  0.1427  0.019
C  -2.1980  1.7089  2.2923  0.002
C  -3.3083  -0.2800  0.2410  -0.001
Si  0.0458  3.9521  -0.0046  0.090
C  1.3269  4.7333  -1.1357  0.003
C  -1.3411  5.2218  0.1573  0.036
C  0.7699  3.9061  1.7372  0.000
H  -3.0930  3.7700  -4.0511  0.004
H  -2.0726  4.6828  -2.9263  0.000
H  -3.4153  3.7172  -2.3062  0.001
H  -0.6159  2.6887  -5.2545  0.000
H  0.6488  1.9338  -4.2591  0.002
H  0.2744  3.6524  -4.0559  0.000
H  -2.6806  0.9137  -4.6838  0.000
H  -3.4374  0.7403  -3.0858  0.000
H  -1.9615  -0.1517  -3.4628  0.000
H  -3.8672  3.6179  0.1854  0.000
H  -4.8332  2.3164  0.9163  0.003
H  -4.5447  2.3389  -0.8303  0.000
H  -2.2621  2.7798  2.5186  0.000
H  -1.1854  1.3832  2.5504  0.000
H  -2.9068  1.1866  2.9462  0.000
H  -3.4705  -0.4696  -0.8264  0.000
H  -4.2715  -0.3561  0.7596  0.000
H  -2.6431  -1.0734  0.5902  0.001
H  0.8689  5.0512  -2.0783  0.000
H  2.1313  4.0340  -1.3839  0.000
H  1.7663  5.6117  -0.6494  0.001
H  -1.8933  5.3791  -0.7716  0.000
H  -0.8970  6.1763  0.4676  0.006
H  -2.0583  4.9169  0.9254  0.000
H  1.4577  3.0750  1.9035  0.000
H  -0.0349  3.8193  2.4740  0.000
H  1.3104  4.8401  1.9315  0.000

Forces on atoms 1 to 3 (eV/Å):
Fe 0.6782 -0.2828 0.0238
C -0.0309 0.0105 -0.0383
C -0.0391 -0.1169 -0.0575

=====

C16H18N2O5S | the ωB97M-V functional and the def2-TZVPD basis

Values from the calculation:
**Energy relative to the best compared isomer or geometry (same formula, charge and spin)**: 56.10 kcal/mol
**2S+1**: 1
**Net charge**: 0
**LUMO energy**: 0.24 eV

Each line ends with the Mulliken charge.
Atoms and positions in Å:
C  -3.4759  -1.8184  -0.8907  -1.753
C  -2.4045  -0.9729  -0.2219  1.473
C  -1.2663  -1.8251  0.3068  -1.761
H  -0.6817  -2.2154  -0.5246  0.440
H  -1.6575  -2.6613  0.8824  0.525
H  -0.5966  -1.2507  0.9441  0.286
C  -2.9454  -0.0279  0.8755  -0.163
N  -2.0653  1.1077  0.8877  0.218
C  -0.8362  1.2522  1.5003  -0.089
O  -0.4265  0.8845  2.5594  -0.580
C  -0.2859  2.0259  0.2815  -0.123
N  0.9262  1.5598  -0.2930  0.268
C  1.9988  2.3657  -0.4881  0.700
O  2.0141  3.5346  -0.1765  -0.680
C  3.1664  1.6340  -1.1400  -1.181
C  3.4362  0.3361  -0.4330  0.506
C  4.1934  0.3222  0.7319  -0.405
C  4.4007  -0.8586  1.4216  -0.575
C  3.8495  -2.0410  0.9573  -0.464
C  3.0940  -2.0366  -0.2024  -0.702
C  2.8884  -0.8558  -0.8947  -0.125
H  2.2979  -0.8643  -1.8008  0.416
H  2.6622  -2.9558  -0.5711  0.423
H  4.0088  -2.9625  1.4974  0.397
H  4.9910  -0.8559  2.3260  0.389
H  4.6175  1.2452  1.0995  0.414
H  4.0341  2.2933  -1.1031  0.391
H  2.9033  1.4533  -2.1847  0.362
H  0.9408  0.6127  -0.6541  0.117
H  -0.1760  3.1014  0.4621  0.507
C  -1.6223  1.6203  -0.3852  -0.312
H  -2.2435  2.4063  -0.8130  0.446
S  -1.7062  0.1677  -1.5712  0.070
O  -0.3449  -0.3156  -1.8268  -0.489
C  -4.3785  0.4067  0.5935  -0.185
O  -5.3351  0.0361  1.2100  -0.551
O  -4.4553  1.2463  -0.4447  -0.420
H  -5.3752  1.5234  -0.5889  0.391
H  -2.9244  -0.5140  1.8557  0.512
H  -4.0338  -2.3887  -0.1496  0.387
H  -4.1752  -1.1999  -1.4495  0.441
H  -3.0114  -2.5153  -1.5850  0.480

Forces on atoms 1 to 3 (eV/Å):
C -0.0071 -0.0090 -0.0009
C -0.2055 0.1614 -0.2635
C 0.1690 0.1551 -0.1148